Entry 1:
This record from the Open Molecules 2025 dataset describes a single C7H11NO2 molecule in a non-equilibrium geometry. The level of theory is ωB97M-V/def2-TZVPD.

XYZ file:
```
21
Properties=species:S:1:pos:R:3:forces:R:3
C -0.769 0.195 -0.607 1.6 -2.0 -0.6
C -0.045 -0.969 -0.437 -0.6 1.9 0.0
C -0.419 1.414 0.046 2.2 1.5 1.6
C 1.149 -1.038 0.497 -2.0 -2.2 2.0
C 1.280 0.171 1.383 -3.5 0.5 1.1
C -0.391 -2.248 -1.058 1.6 -0.8 -3.0
C -1.045 2.680 -0.439 0.8 -1.0 3.5
N 0.586 1.456 0.934 -1.5 -2.5 -2.1
O 1.033 2.402 1.611 0.0 1.9 0.3
O 0.713 0.007 2.692 1.0 0.4 0.4
H -1.490 0.373 -1.423 0.1 -0.8 0.7
H 0.862 -2.014 1.207 1.2 2.5 -1.5
H 2.125 -1.245 0.026 -0.6 -0.1 -0.2
H 2.245 0.483 1.418 2.9 0.9 0.4
H 0.579 -2.701 -1.662 -2.4 1.1 1.3
H -1.245 -2.127 -1.750 0.5 -0.2 0.2
H -0.645 -2.986 -0.330 -0.2 -0.6 0.6
H -2.064 2.631 -0.454 -3.0 -0.5 0.3
H -0.831 2.825 -1.392 1.5 0.7 -4.5
H -0.822 3.555 0.100 0.7 0.9 0.9
H 0.960 0.809 3.261 -0.4 -1.5 -1.6
```
Positions in Å, forces in eV/Å.

Values from the calculation:
SMILES   CC1=CC(C)=[N+]([O-])[C@@H](O)C1
Maximum force   4.8 eV/Å
LUMO   0.4 eV
Energy relative to the best compared isomer or geometry (same formula, charge and spin)   4.425 eV
Orbital gap   8.0009 eV



Entry 2:
This record from the Open Molecules 2025 dataset describes 2 unconnected molecules or ions with the total composition C2H6O2. The level of theory is ωB97M-V/def2-TZVPD.

XYZ file:
```
10
Properties=species:S:1:pos:R:3:forces:R:3
C 1.252 -0.201 -0.156 0.5 0.1 -0.7
O 1.450 0.832 0.791 0.0 -0.1 0.0
H 2.176 -0.509 -0.656 0.1 0.0 0.2
H 0.644 0.202 -0.968 -0.3 -0.1 0.2
H 0.806 -1.095 0.275 -0.2 0.0 0.1
H 2.366 0.817 1.073 0.0 0.0 0.1
O -3.168 -0.555 0.231 0.1 0.0 -0.2
C -2.150 -0.007 -0.102 -0.6 -0.2 0.4
H -2.088 0.523 -1.069 0.2 0.0 0.0
H -1.289 -0.007 0.581 0.2 0.2 -0.2
```
Positions in Å, forces in eV/Å.

Values from the calculation:
SMILES   C=O.CO
Maximum force   0.9 eV/Å
LUMO   0.8 eV
Energy relative to the best compared isomer or geometry (same formula, charge and spin)   1.527 eV
Orbital gap   10.8840 eV



Entry 3:
This record from the Open Molecules 2025 dataset describes 12 unconnected molecules or ions with the total composition C34H97N5O12 in a non-equilibrium geometry. The level of theory is ωB97M-V/def2-TZVPD.

XYZ file:
```
148
Properties=species:S:1:pos:R:3:forces:R:3
C 2.994 -32.594 5.886 0.4 0.5 0.6
C 3.101 -33.567 7.038 0.6 0.1 0.1
O 4.092 -34.536 6.662 -0.3 -0.1 0.2
H 3.996 -32.184 5.730 0.0 -0.1 -0.2
H 2.387 -31.734 6.185 -0.3 -0.2 -0.2
H 2.642 -33.045 4.963 -0.2 -0.1 -0.1
H 2.149 -34.024 7.327 0.0 -0.1 -0.3
H 3.468 -33.021 7.917 -0.1 0.0 0.0
H 4.225 -35.165 7.382 -0.1 0.1 -0.1
C -1.556 -36.915 0.239 0.1 0.2 0.1
C -1.041 -38.322 -0.095 -0.4 0.7 1.1
O -0.256 -38.851 0.985 -0.2 0.1 -0.5
H -0.767 -36.181 0.439 0.1 -0.1 -0.4
H -2.138 -36.908 1.164 -0.2 -0.4 -0.2
H -2.232 -36.555 -0.545 0.2 0.1 0.0
H -0.483 -38.347 -1.030 -0.1 -0.1 -0.1
H -1.956 -38.913 -0.168 0.4 -0.5 -0.2
H 0.630 -38.479 0.913 0.0 0.0 0.1
C -0.811 -33.614 4.218 0.3 -0.2 1.2
C -0.368 -34.958 3.726 0.0 -0.6 -0.9
O -1.500 -35.758 3.340 0.0 0.6 0.6
H -1.340 -33.045 3.462 -0.1 0.2 0.0
H 0.073 -33.093 4.599 0.1 0.3 -0.6
H -1.378 -33.705 5.151 -0.5 -0.1 -0.4
H 0.249 -35.454 4.487 -0.2 -0.1 -0.1
H 0.243 -34.838 2.816 0.3 -0.1 0.6
H -1.213 -36.488 2.790 0.3 -0.2 0.1
C -2.011 -29.561 0.385 -0.9 1.3 0.0
C -1.615 -28.146 0.803 0.4 -0.1 0.2
O -0.578 -28.224 1.773 0.6 -0.1 0.1
H -2.507 -30.010 1.247 0.3 -0.4 0.0
H -1.133 -30.102 0.056 -0.1 -0.3 -0.2
H -2.795 -29.458 -0.376 0.3 -0.4 -0.2
H -2.465 -27.623 1.249 0.1 -0.2 0.2
H -1.296 -27.483 -0.015 0.0 -0.4 -0.2
H 0.214 -28.696 1.376 -0.7 0.4 0.0
C -1.211 -35.419 -3.261 -0.3 -0.8 0.5
C 0.209 -35.718 -2.792 0.0 -0.1 -0.7
O 1.172 -35.461 -3.830 0.0 0.5 0.5
H -1.897 -35.362 -2.408 0.2 0.1 0.0
H -1.618 -36.237 -3.862 0.2 0.2 -0.3
H -1.255 -34.473 -3.792 0.1 0.0 -0.1
H 0.371 -36.747 -2.453 -0.4 0.1 0.1
H 0.419 -35.056 -1.950 0.5 0.0 -0.2
H 1.114 -36.100 -4.542 -0.2 -0.2 0.1
C -1.742 -30.223 4.860 0.2 -0.4 0.9
C -0.808 -29.065 5.160 0.3 0.1 -0.6
O -1.222 -27.876 4.507 0.2 -0.1 0.0
H -1.745 -30.542 3.819 -0.1 0.3 -0.1
H -2.741 -29.967 5.214 -0.1 0.0 -0.3
H -1.426 -31.100 5.440 0.0 0.1 0.0
H 0.222 -29.320 4.853 -0.1 0.0 0.0
H -0.750 -28.860 6.232 -0.2 0.0 0.0
H -0.964 -27.972 3.571 -0.1 0.1 0.1
C 6.055 -28.249 3.528 -0.4 -1.0 0.5
C 5.067 -27.120 3.266 0.8 0.6 0.5
O 5.745 -25.874 2.999 -0.5 -0.4 -0.4
H 6.503 -28.226 4.527 0.0 0.5 -0.1
H 6.873 -28.355 2.816 -0.1 0.5 -0.3
H 5.556 -29.232 3.542 -0.2 0.3 -0.1
H 4.402 -27.007 4.135 0.1 -0.1 -0.2
H 4.429 -27.312 2.401 0.2 0.0 0.0
H 6.211 -25.552 3.773 0.0 -0.2 0.2
C 3.525 -31.461 -3.828 1.1 0.2 0.8
C 2.717 -32.046 -2.674 0.0 0.1 -0.5
C 1.209 -31.857 -2.952 0.7 -0.6 0.4
O 0.771 -30.585 -2.535 0.0 0.3 -0.2
C -0.614 -30.429 -2.772 -0.2 -1.0 0.4
N 3.079 -33.489 -2.503 -1.4 0.9 0.4
H 3.513 -30.366 -3.861 -0.7 -0.1 -0.3
H 3.256 -31.934 -4.771 -0.1 0.2 -0.1
H 4.592 -31.644 -3.643 -0.2 -0.4 -0.1
H 2.944 -31.505 -1.747 0.1 -0.2 0.0
H 0.656 -32.635 -2.398 -0.1 0.1 -0.1
H 1.079 -32.013 -4.035 -0.4 0.1 0.1
H -0.860 -30.596 -3.826 0.0 0.4 -0.1
H -0.963 -29.479 -2.382 0.2 0.3 -0.3
H -1.161 -31.210 -2.213 0.0 0.1 -0.1
H 2.474 -33.986 -3.169 0.5 -0.2 0.0
H 2.619 -33.698 -1.604 0.4 -0.3 -0.2
C 7.357 -33.527 2.672 0.1 -0.2 -0.2
C 7.166 -32.100 2.177 -0.1 0.0 0.8
C 5.711 -31.785 1.858 -0.5 0.1 -0.9
O 5.059 -32.787 1.082 0.2 -0.2 0.6
C 5.553 -32.836 -0.234 -0.8 -0.6 -0.5
N 7.554 -31.175 3.270 -0.1 0.0 -0.5
H 8.384 -33.650 3.027 0.0 -0.1 0.0
H 7.179 -34.259 1.877 0.1 0.1 0.0
H 6.687 -33.781 3.496 -0.1 0.2 0.0
H 7.768 -31.942 1.275 0.0 0.0 0.0
H 5.640 -30.855 1.266 0.2 0.1 0.3
H 5.109 -31.649 2.756 0.2 -0.2 0.2
H 6.608 -33.104 -0.288 0.2 0.5 0.0
H 5.254 -31.923 -0.761 0.6 0.2 -0.1
H 5.036 -33.639 -0.768 -0.1 0.0 0.2
H 7.273 -30.236 2.997 0.2 -0.2 0.1
H 8.565 -31.155 3.374 -0.1 -0.1 0.0
C 5.809 -28.278 -2.617 0.2 0.8 0.3
C 5.443 -27.648 -1.270 0.6 -0.7 -0.1
C 3.969 -27.827 -0.992 -0.2 0.9 -0.1
O 3.257 -26.946 -1.836 0.0 0.1 0.0
C 1.960 -26.644 -1.383 -0.5 -0.1 0.1
N 6.160 -28.397 -0.237 0.2 -0.4 0.6
H 5.530 -29.329 -2.580 0.0 -0.1 -0.2
H 6.884 -28.170 -2.780 0.0 -0.2 0.0
H 5.332 -27.741 -3.438 -0.2 -0.2 0.0
H 5.706 -26.584 -1.267 -0.3 0.0 0.0
H 3.772 -27.536 0.055 0.0 -0.2 0.0
H 3.663 -28.865 -1.172 0.1 -0.1 0.1
H 1.597 -25.746 -1.884 0.2 0.0 -0.1
H 1.946 -26.448 -0.302 0.0 -0.1 -0.1
H 1.240 -27.445 -1.609 0.2 -0.1 0.1
H 7.168 -28.301 -0.284 -0.1 0.0 -0.4
H 5.926 -28.149 0.721 -0.3 0.3 -0.3
C 2.729 -30.053 2.615 -0.4 0.3 -0.9
C 2.072 -30.664 1.378 0.7 -0.6 -0.7
C 1.006 -31.702 1.635 -0.5 0.3 0.8
O 0.819 -32.471 0.470 0.0 0.0 -0.2
C -0.321 -33.323 0.547 0.9 0.1 0.0
N 1.582 -29.616 0.464 -0.4 -0.3 0.3
H 3.057 -30.820 3.307 0.0 0.0 0.2
H 2.079 -29.320 3.098 0.0 -0.1 0.1
H 3.598 -29.528 2.205 0.1 0.1 0.4
H 2.869 -31.238 0.864 -0.1 0.0 0.2
H 0.052 -31.232 1.935 0.1 0.1 -0.1
H 1.301 -32.323 2.502 0.1 -0.1 -0.3
H -1.234 -32.737 0.431 -0.2 -0.1 0.1
H -0.289 -33.892 1.483 -0.4 0.3 -0.3
H -0.193 -34.037 -0.266 -0.3 0.1 -0.1
H 2.342 -28.990 0.229 -0.1 -0.1 0.1
H 1.288 -30.052 -0.415 0.0 0.1 0.1
C 5.004 -37.495 2.219 0.6 0.2 0.5
C 4.607 -36.296 3.081 -0.1 -0.6 0.2
C 3.094 -36.205 3.197 -0.1 -0.1 0.5
O 2.412 -36.121 1.968 0.0 -0.3 -0.7
C 2.946 -35.210 1.023 -0.2 0.7 0.4
N 5.172 -36.484 4.444 0.0 1.2 -0.2
H 6.081 -37.422 2.030 -0.1 -0.1 -0.3
H 4.439 -37.562 1.294 0.1 0.0 -0.1
H 4.880 -38.409 2.801 -0.3 0.0 0.0
H 4.973 -35.368 2.627 0.0 0.0 0.0
H 2.830 -35.382 3.880 0.0 0.2 -0.2
H 2.685 -37.109 3.655 0.2 -0.1 0.1
H 2.701 -34.186 1.338 0.1 0.0 -0.2
H 2.490 -35.396 0.050 -0.1 -0.2 0.1
H 4.029 -35.267 0.913 -0.1 -0.1 0.0
H 4.797 -35.718 5.027 0.0 -0.5 -0.1
H 6.156 -36.208 4.384 -0.1 -0.4 0.0
```
Positions in Å, forces in eV/Å.

Values from the calculation:
SMILES   COC[C@H](C)N.COC[C@H](C)N.COC[C@H](C)N.COC[C@H](C)N.COC[C@H](C)N.CCO.CCO.CCO.CCO.CCO.CCO.CCO
Maximum force   1.8 eV/Å
LUMO   0.5 eV
Energy relative to the best compared isomer or geometry (same formula, charge and spin)   0.105 eV
Orbital gap   9.8400 eV



Entry 4:
This record from the Open Molecules 2025 dataset describes a single C6H14N2O2S molecule in a non-equilibrium geometry. The level of theory is ωB97M-V/def2-TZVPD.

XYZ file:
```
25
Properties=species:S:1:pos:R:3:forces:R:3
C 1.774 0.644 -0.564 1.9 0.7 4.0
C 1.779 -0.670 0.288 -1.2 1.4 -2.0
C 0.553 1.390 0.012 -0.3 -3.4 -1.6
C -0.309 0.144 0.565 0.5 2.8 -0.9
C 0.056 -2.244 0.846 2.6 -0.7 -1.8
C -2.138 -0.388 -1.792 3.2 2.4 1.5
N 0.319 -1.008 0.147 2.3 -1.5 -0.7
N 0.944 2.176 1.088 2.0 0.4 0.1
O -2.248 1.774 -0.055 1.0 0.9 -1.2
O -2.849 -0.312 0.697 -2.3 -3.5 2.5
S -1.925 0.371 -0.088 -1.0 1.2 -1.2
H 2.758 1.215 -0.445 -1.4 -0.5 0.0
H 1.673 0.416 -1.557 -0.4 -0.7 -2.5
H 2.429 -1.344 -0.220 0.3 -1.1 -0.1
H 2.061 -0.560 1.335 0.1 0.2 0.1
H 0.057 1.866 -0.839 -0.3 0.3 0.4
H -0.309 0.267 1.646 -0.8 0.1 0.4
H -0.927 -2.523 0.936 -2.6 -0.2 0.2
H 0.534 -3.043 0.181 -0.4 0.8 1.3
H 0.514 -2.176 1.813 0.3 -0.5 0.9
H -2.802 -1.151 -1.715 -2.4 -1.8 0.4
H -2.415 0.478 -2.328 -0.6 0.6 -1.0
H -1.224 -0.813 -2.160 0.7 0.1 -0.2
H 1.463 2.885 0.620 0.8 1.1 0.5
H 0.232 2.607 1.589 -1.8 0.8 0.9
```
Positions in Å, forces in eV/Å.

Values from the calculation:
SMILES   CN1CC[C@H](N)[C@H]1S(C)(=O)=O
Maximum force   4.9 eV/Å
LUMO   0.8 eV
Energy relative to the best compared isomer or geometry (same formula, charge and spin)   2.328 eV
Orbital gap   10.1149 eV